Below is a 8-piece molecular cluster, C27H54O11 overall, with properties calculated with ωB97M-V with the def2-TZVPD basis set.

Results
- Molar mass: 554.7 g/mol
- Spin multiplicity: 1
- Orbital gap: 9.357 eV
- SMILES: CCOC(C)=O.CCOC(C)=O.CCOC(C)=O.CC(C)=O.CC(C)=O.CC(C)=O.CC(C)=O.CC(C)=O
- E: -1888.34467 Ha
- E_HOMO: -9.25 eV
- Energy relative to the best compared isomer or geometry (same formula, charge and spin): 227.24 kcal/mol

Cartesian coordinates (Å):
1 C 2.71124 3.37840 -0.08134
2 C 1.76262 4.20998 -0.81863
3 O 1.59689 3.89832 -2.18076
4 C 0.96973 4.72396 -3.00738
5 C 0.95468 4.27830 -4.47589
6 O 0.40247 5.80637 -2.80441
7 H 3.68720 3.38527 -0.45658
8 H 2.33292 2.37480 0.00537
9 H 2.79724 3.64096 0.96110
10 H 0.89393 4.25400 -0.31756
11 H 2.28515 5.16434 -0.90021
12 H 1.48382 5.00354 -5.06462
13 H -0.12485 3.93212 -4.72874
14 H 1.83704 3.42815 -4.43709
15 C 4.46999 1.72952 7.39409
16 C 3.38552 1.44168 6.22034
17 O 4.15022 1.52760 5.06499
18 C 3.56426 0.93759 3.82934
19 C 4.55080 1.12831 2.81192
20 O 2.45165 0.44334 3.78608
21 H 4.88261 2.75646 7.29844
22 H 5.19359 0.92227 7.71032
23 H 3.87200 1.77487 8.15299
24 H 2.79071 0.56000 6.47446
25 H 2.58471 2.10820 6.28490
26 H 4.96570 2.07792 2.84450
27 H 4.08597 1.35332 1.88375
28 H 5.23184 0.05116 2.81502
29 C 2.30476 -2.87534 2.02649
30 C 1.03054 -3.75326 1.86514
31 O 1.43861 -5.07030 1.72428
32 C 0.55223 -6.10785 1.57366
33 C 1.20446 -7.48804 1.61937
34 O -0.65925 -5.95153 1.49405
35 H 3.21507 -3.28220 1.55402
36 H 2.31922 -2.75206 3.19529
37 H 1.97833 -1.86218 1.64369
38 H 0.20452 -3.55050 2.59550
39 H 0.47513 -3.57164 0.98817
40 H 1.69576 -7.82903 2.48296
41 H 1.81995 -7.55705 0.88410
42 H 0.46178 -8.11335 1.69389
43 C -3.77308 -0.32705 -2.14001
44 C -4.28931 -0.65006 -3.57140
45 C -5.83071 -0.36342 -3.70295
46 O -3.50059 -1.15045 -4.55161
47 H -3.97236 -1.34105 -1.47064
48 H -4.21102 0.58081 -1.83696
49 H -2.71848 -0.01087 -2.33505
50 H -6.24008 -1.33792 -4.14496
51 H -6.06614 0.34943 -4.50632
52 H -6.28123 -0.57276 -2.69663
53 C -2.27668 -3.64479 -2.24661
54 C -3.43452 -4.29275 -1.45832
55 C -3.20222 -4.61321 -0.00858
56 O -4.50478 -4.71711 -2.06845
57 H -1.82806 -2.89004 -1.86670
58 H -2.88784 -3.22254 -3.06710
59 H -1.47193 -4.24187 -2.83496
60 H -2.88929 -5.60222 0.22793
61 H -4.13635 -4.48351 0.64838
62 H -2.46276 -3.84546 0.32868
63 C -1.59520 -0.76777 1.02818
64 C -1.23179 0.62756 1.46666
65 C 0.13005 1.03630 1.35756
66 O -2.19614 1.38243 2.02202
67 H -1.16372 -1.58882 1.48314
68 H -1.32878 -0.77133 0.00579
69 H -2.66630 -1.10487 1.02077
70 H 0.17539 1.27295 0.24448
71 H 0.86786 0.39076 1.88065
72 H 0.36333 1.90680 1.84300
73 C -2.67948 3.73957 -2.11753
74 C -3.89207 3.42524 -1.12659
75 C -3.78447 3.92928 0.27554
76 O -5.06017 2.80233 -1.59264
77 H -1.69552 3.50092 -1.51006
78 H -2.76759 4.95935 -2.55675
79 H -2.52919 2.89320 -2.84987
80 H -2.91862 3.49774 0.80114
81 H -4.54394 3.54860 0.91587
82 H -3.71994 5.00026 0.23851
83 C 1.26147 0.34648 -3.84301
84 C 1.59144 -0.20793 -2.48210
85 C 3.04966 -0.16304 -2.13674
86 O 0.64592 -0.75792 -1.84740
87 H 1.01280 1.51559 -4.06389
88 H 0.30231 0.06978 -4.38955
89 H 1.99880 0.12579 -4.71903
90 H 3.49894 0.75236 -1.89396
91 H 3.83708 -0.76155 -2.63588
92 H 3.20452 -0.74963 -1.12105

***

Below is C27H54OP2PtSi as an isolated structure, with properties calculated with ωB97M-V with the def2-TZVPD basis set.

Results
- Molar mass: 679.8 g/mol
- Net charge: +2
- Spin multiplicity: 5
- Orbital gap (spin up / spin down): 7.906 / 4.499 eV
- E: -2227.08211 Ha
- E_HOMO (spin up / spin down): -12.73 / -13.55 eV

Cartesian coordinates (Å):
1 Pt -0.04366 -0.00951 0.05807
2 C -0.83390 -1.99553 -0.92459
3 C 0.28353 -1.52759 -1.78158
4 C 1.20344 -1.96716 0.34488
5 C -0.23179 -2.37689 0.35777
6 C 1.52849 -1.48874 -0.97909
7 C -2.16726 -2.46499 -1.43371
8 H -2.57258 -1.85372 -2.27187
9 H -2.96552 -2.50245 -0.66775
10 H -2.09588 -3.51334 -1.84245
11 C -0.89219 -3.18926 1.39614
12 H -1.96002 -3.37212 1.25174
13 H -0.86356 -2.83054 2.39620
14 H -0.41179 -4.16908 1.48447
15 C 2.16853 -2.29038 1.42729
16 H 2.67504 -3.27477 1.24190
17 H 1.71149 -2.39946 2.44714
18 H 2.99073 -1.55571 1.56081
19 C 2.93727 -1.60544 -1.45774
20 H 3.12473 -2.67205 -1.74974
21 H 3.70560 -1.39653 -0.68648
22 H 3.25883 -1.02401 -2.35930
23 C 0.20962 -1.80651 -3.20620
24 H 0.17783 -2.92427 -3.34779
25 H 1.08400 -1.50498 -3.81148
26 H -0.71257 -1.45894 -3.73148
27 C -0.76819 2.67743 -2.44720
28 C -1.13193 1.67113 -3.19039
29 C -1.12329 1.68561 -4.68336
30 C 0.31075 1.59892 -5.22954
31 C 1.35407 1.53237 -4.17724
32 C 1.72015 2.62296 -3.46078
33 C 1.06629 3.93769 -3.61884
34 C -0.33477 4.00153 -2.99253
35 H -1.61275 2.60762 -5.04083
36 H 0.48838 2.49714 -5.85431
37 H -1.76028 0.86375 -5.09119
38 H -1.06725 4.35385 -3.73478
39 H -0.66666 2.67880 -1.32269
40 H -1.45535 0.64505 -2.81592
41 H -0.36427 4.77396 -2.18885
42 H 1.72722 4.75138 -3.24474
43 H 2.69098 2.62596 -2.91048
44 H 0.97913 4.18509 -4.69315
45 H 0.41886 0.78736 -5.98243
46 H 2.05016 0.64364 -4.17041
47 P -2.29910 0.47330 0.80811
48 C -3.11124 -0.78878 1.87539
49 H -4.05351 -0.38366 2.29460
50 H -2.51428 -1.11073 2.75717
51 H -3.39039 -1.70260 1.32170
52 C -2.58512 1.94045 1.88455
53 H -3.63420 1.93353 2.27070
54 H -2.46257 2.89155 1.33455
55 H -1.91876 1.96656 2.75919
56 C -3.75958 0.66130 -0.29802
57 H -3.72795 1.58564 -0.88929
58 H -4.69554 0.71651 0.31401
59 H -3.88727 -0.19015 -0.98817
60 P 1.62203 1.50931 0.77143
61 C 3.40814 1.21387 0.32715
62 H 3.97793 2.16345 0.44954
63 H 3.60393 0.83649 -0.67397
64 H 3.89583 0.47485 1.00920
65 C 1.36993 3.33193 0.96746
66 H 1.64345 3.90308 0.06414
67 H 2.02000 3.76438 1.76576
68 H 0.33355 3.58970 1.24694
69 C 2.19377 1.43907 2.54709
70 H 3.10508 2.08533 2.69295
71 H 2.48978 0.43751 2.86228
72 H 1.45064 1.83168 3.24225
73 C 0.54566 -3.55123 4.08343
74 Si -0.26350 -1.80985 3.48119
75 C -1.82355 -2.02160 4.61521
76 C 0.63013 -0.72336 4.52736
77 O -0.19919 -0.99280 1.92774
78 H 0.34118 -3.60832 5.15625
79 H 1.62962 -3.63760 4.00737
80 H 0.09581 -4.45740 3.64238
81 H -1.46918 -2.41847 5.58628
82 H -2.26623 -1.05153 4.83844
83 H -2.56767 -2.72598 4.24138
84 H 1.69952 -0.78362 4.31299
85 H 0.24097 0.29773 4.43503
86 H 0.50221 -1.05681 5.56276

***

Below is a 6-piece molecular cluster, C27H55ClO14 overall, with properties calculated with ωB97M-V with the def2-TZVPD basis set.

Results
- Molar mass: 639.2 g/mol
- Spin multiplicity: 1
- Orbital gap: 8.334 eV
- SMILES: CC1=C(CC(=O)Cl)C(=O)OC1=O.COCCOC.COCCOC.COCCOC.COCCOC.COCCOC
- E: -2575.10695 Ha
- E_HOMO: -9.02 eV

Cartesian coordinates (Å):
1 C 1.83674 -3.83239 -1.86211
2 C 1.58368 -2.37147 -1.75908
3 C 0.48921 -1.70730 -1.36780
4 C -0.79231 -2.30675 -0.89866
5 C -1.84256 -2.13615 -1.97420
6 O -1.59324 -2.02794 -3.12753
7 Cl -3.50576 -2.06546 -1.40300
8 C 0.77606 -0.25887 -1.50253
9 O 0.28146 0.67741 -0.96556
10 O 1.85596 -0.16132 -2.39532
11 C 2.58832 -1.30925 -2.10374
12 O 3.77369 -1.35654 -2.03042
13 H 1.03691 -4.27412 -2.45920
14 H 1.85182 -4.32584 -0.89158
15 H 2.76969 -4.00668 -2.39186
16 H -0.59927 -3.35028 -0.64847
17 H -1.13727 -1.82101 0.01476
18 C 4.14983 -4.69982 2.61788
19 O 3.78301 -3.95040 1.47195
20 C 3.73826 -2.55300 1.73074
21 C 4.97336 -1.82656 1.24646
22 O 6.13682 -2.22236 1.95402
23 C 6.93796 -3.15122 1.24670
24 H 4.38712 -5.71371 2.29856
25 H 5.02261 -4.27770 3.11991
26 H 3.31059 -4.73576 3.32248
27 H 3.59019 -2.37424 2.80016
28 H 2.86781 -2.15168 1.19884
29 H 4.83453 -0.75589 1.42498
30 H 5.10404 -1.97407 0.17078
31 H 7.48434 -2.65304 0.43895
32 H 6.34026 -3.96418 0.82731
33 H 7.65601 -3.56717 1.95157
34 C -3.30134 4.85457 0.63152
35 O -2.74238 4.44189 -0.60364
36 C -2.00792 3.22940 -0.51239
37 C -2.81932 2.05165 -1.00971
38 O -3.94237 1.79969 -0.17637
39 C -5.15557 2.30694 -0.70042
40 H -4.03424 5.63288 0.42331
41 H -3.80155 4.03116 1.14612
42 H -2.52096 5.26844 1.27995
43 H -1.66809 3.05792 0.51367
44 H -1.12186 3.33872 -1.14436
45 H -2.19080 1.15793 -0.98443
46 H -3.13521 2.21377 -2.04585
47 H -5.50971 1.68256 -1.52817
48 H -5.04571 3.33616 -1.04989
49 H -5.89426 2.28219 0.09954
50 C -1.65217 4.26045 -7.45909
51 O -1.00076 4.67924 -6.27491
52 C -1.89365 5.01216 -5.22365
53 C -2.02249 3.89776 -4.21112
54 O -2.62936 2.73949 -4.76831
55 C -1.70162 1.72663 -5.11374
56 H -0.90136 3.80427 -8.10239
57 H -2.43435 3.52640 -7.25214
58 H -2.09093 5.11706 -7.98281
59 H -2.87851 5.27301 -5.62347
60 H -1.48807 5.89544 -4.72124
61 H -2.67139 4.23506 -3.39653
62 H -1.04478 3.64929 -3.78566
63 H -1.33436 1.21648 -4.21508
64 H -0.85173 2.12934 -5.66954
65 H -2.22265 1.00213 -5.73746
66 C -1.66349 -8.65166 1.30686
67 O -0.77676 -8.29741 2.35258
68 C 0.36393 -7.58099 1.91345
69 C 0.22483 -6.09507 2.15250
70 O -0.81176 -5.52634 1.36307
71 C -2.01303 -5.30768 2.08291
72 H -2.59841 -8.97017 1.76438
73 H -1.86383 -7.80735 0.64316
74 H -1.25703 -9.48292 0.72090
75 H 0.55861 -7.77707 0.85420
76 H 1.22045 -7.94829 2.48707
77 H 1.15557 -5.59690 1.85871
78 H 0.05800 -5.89444 3.21507
79 H -1.90877 -4.43970 2.74322
80 H -2.30609 -6.17604 2.67622
81 H -2.79400 -5.09932 1.35265
82 C -0.32097 6.92362 2.97901
83 O -0.79797 5.68503 3.47572
84 C 0.05772 4.59695 3.15892
85 C 0.92653 4.21334 4.33612
86 O 1.84139 5.24023 4.67984
87 C 1.42941 6.01890 5.78816
88 H -0.88208 7.71857 3.46768
89 H 0.74185 7.06100 3.18872
90 H -0.48717 6.99058 1.89791
91 H 0.67609 4.83272 2.28746
92 H -0.57912 3.74510 2.89871
93 H 1.51660 3.33256 4.06400
94 H 0.30131 3.95158 5.19539
95 H 1.56242 5.46166 6.72201
96 H 0.38552 6.32826 5.69962
97 H 2.05991 6.90593 5.81700